(1)
This record from the Open Molecules 2025 dataset describes a molecular structure, C10H21B3Cl4I2NO4PS at a distorted geometry. The level of theory is ωB97M-V with the def2-TZVPD basis set.

HOMO, eV: -8.91
LUMO level, hartree: -0.0141

Geometry as ORCA input:
```
! wB97M-V def2-TZVPD RIJCOSX def2/J DEFGRID3
* xyz 0 1
H -1.251 1.940 1.740
B 2.000 1.254 0.933
C 0.064 -1.480 -1.674
C -1.917 1.066 1.729
H 4.800 0.516 1.654
B 1.708 2.589 2.720
H -3.079 -3.996 -7.182
H -1.784 0.464 0.839
H -3.776 -2.491 -7.789
Cl -2.111 -1.789 -0.042
I 2.147 1.835 -2.133
N -3.317 1.573 1.656
Cl -3.171 -0.641 -5.650
H -1.623 -2.180 -6.499
H -0.325 -0.657 4.209
H -1.004 -3.343 -1.428
O 1.130 1.615 3.467
C -0.675 -2.492 -0.835
H -0.331 -1.384 2.634
H 5.244 -1.018 0.852
H -0.021 -2.856 -0.044
H -2.429 -2.794 -5.053
H 3.652 -0.803 1.510
C -0.431 -0.433 3.147
C -1.812 0.213 2.968
C -3.534 -3.051 -6.890
H 0.998 -1.911 -2.031
H -3.385 2.321 2.339
C 4.461 -0.291 1.009
H 2.092 4.332 4.837
O 1.489 0.174 1.600
I 5.165 -0.102 -1.994
C 2.882 0.991 -0.327
H -2.523 -0.594 2.850
B 0.757 0.493 2.737
H -3.403 2.060 0.767
H 0.297 -0.583 -1.105
S 4.526 3.609 3.694
H 2.456 5.245 2.803
O -2.224 0.902 4.130
C 3.981 0.292 -0.284
O 1.705 2.537 1.354
Cl -5.062 -3.445 -6.061
P 2.620 4.065 3.558
H -1.533 1.525 4.401
C -2.586 -2.286 -6.002
Cl -0.867 -0.988 -3.112
*
```


(2)
This record from the Open Molecules 2025 dataset describes 2 unconnected molecules or ions with the total composition C10H21BNO5S. The level of theory is ωB97M-V with the def2-TZVPD basis set.

HOMO, eV: -5.23
LUMO level, hartree: 0.1085

Geometry as ORCA input:
```
! wB97M-V def2-TZVPD RIJCOSX def2/J DEFGRID3
* xyz -1 1
C -2.117 2.118 1.614
H -1.602 -2.933 -1.499
H -3.594 2.315 -2.847
C -3.769 1.233 -2.766
O 3.042 0.849 2.174
H 3.650 -2.712 1.144
H -3.248 0.737 -3.597
C 3.357 1.683 -0.278
C -1.358 0.267 -0.152
H 0.622 2.274 0.382
H -3.205 2.043 1.687
H 3.680 -3.139 2.861
H -1.734 2.463 2.575
H 4.102 2.225 0.300
H -1.871 2.879 0.874
C -1.479 0.752 1.347
H -1.374 1.084 -2.115
O -0.161 0.717 1.841
O 0.036 0.271 -0.416
H -2.135 -1.512 -2.391
H 5.108 -2.427 2.094
N 5.155 -5.495 1.379
H -2.933 -1.215 -0.116
C -2.013 1.150 -1.227
B 0.617 1.073 0.673
H 3.813 1.083 -1.060
S 2.493 0.568 0.846
C 4.765 -4.442 1.631
O -3.341 0.731 -1.530
H -2.051 2.202 -0.931
C 4.272 -3.107 1.948
C -1.487 -1.850 -1.578
O 2.735 -0.778 0.321
H -0.448 -1.641 -1.838
C -1.851 -1.177 -0.259
H -2.078 0.013 1.894
H -4.840 1.045 -2.852
H 2.634 2.378 -0.703
H -1.391 -1.726 0.569
*
```


(3)
This record from the Open Molecules 2025 dataset describes 3 unconnected molecules or ions with the total composition C10H21Br4OS. The level of theory is ωB97M-V with the def2-TZVPD basis set.

HOMO, eV: -1.54
LUMO level, hartree: 0.0769

Geometry as ORCA input:
```
! wB97M-V def2-TZVPD RIJCOSX def2/J DEFGRID3
* xyz -1 1
C -0.420 2.852 0.119
H -4.163 1.507 -5.118
C 1.568 -0.318 5.043
C 1.317 -3.618 -0.442
H 2.315 -3.183 -0.518
C -3.482 1.973 -4.412
H 1.735 -4.435 1.518
Br -0.553 1.930 1.818
C -1.640 2.638 -0.745
C 2.421 -0.462 2.829
O 2.680 -0.622 4.237
C 1.217 -1.076 0.817
C 1.188 -1.149 2.318
H -0.286 3.912 0.327
Br -1.722 0.794 -1.342
H 0.849 -0.110 0.430
C 1.310 -4.761 0.568
Br -4.578 2.923 -3.124
H 0.761 -1.045 4.922
H 2.382 0.629 2.621
H 1.226 -2.210 2.623
Br -3.312 4.056 -6.396
H -1.967 3.509 -4.385
H 1.884 -5.617 0.195
H 2.229 -1.201 0.354
H -1.763 2.274 -5.645
C -2.485 2.870 -5.093
H -2.958 1.212 -3.836
H -2.565 2.829 -0.211
H 1.149 0.669 4.795
H 1.047 -3.987 -1.434
H 3.373 -0.817 2.363
H 0.289 -5.093 0.760
S 0.159 -2.285 -0.046
H 0.471 2.454 -0.358
H -1.596 3.268 -1.632
H 1.920 -0.311 6.080
*
```


(4)
This record from the Open Molecules 2025 dataset describes 2 unconnected molecules or ions with the total composition C10H21Cl4FNOS. The level of theory is ωB97M-V with the def2-TZVPD basis set.

HOMO, eV: -13.05
LUMO level, hartree: -0.0893

Geometry as ORCA input:
```
! wB97M-V def2-TZVPD RIJCOSX def2/J DEFGRID3
* xyz 1 1
H 1.409 2.605 -3.051
C -0.136 1.821 -0.393
O 1.111 -1.726 -2.971
S -1.127 0.343 -0.658
H 0.319 0.192 3.534
H 0.703 3.919 2.161
H 1.044 2.220 2.487
H 2.603 0.745 -3.116
C -0.589 -0.196 -2.281
C 1.568 0.594 -3.424
H 1.610 0.114 -4.399
H -0.001 -1.696 -0.303
C 0.921 -0.414 -2.451
C 0.457 -0.637 1.523
C -0.266 -0.431 2.859
H -0.434 2.437 -1.241
F 1.907 3.000 0.855
N 0.860 1.881 -3.497
H -1.372 -1.506 0.768
C -0.489 -1.004 0.380
H 0.914 1.586 -0.526
H 1.090 0.211 1.271
C 0.815 2.940 1.705
Cl -3.251 -3.072 1.738
C -2.323 -4.220 2.726
H 0.769 2.170 -4.461
Cl -3.071 -5.803 2.644
C -0.444 2.553 0.923
H -0.420 -1.384 3.361
H -1.091 -1.155 -2.412
Cl -0.669 -4.302 2.092
H 1.647 -2.244 -2.374
H 1.430 -0.351 -1.487
H 1.135 -1.483 1.634
H -1.022 3.443 0.688
Cl -2.283 -3.651 4.392
H -1.241 0.040 2.734
H -1.083 1.946 1.561
H -1.003 0.514 -2.990
*
```


(5)
This record from the Open Molecules 2025 dataset describes a molecular structure, C10H21ClI2N3OP2Re at a distorted geometry. The level of theory is ωB97M-V with the def2-TZVPD basis set.

HOMO (spin up / spin down), eV: -18.24 / -18.35
LUMO level (spin up / spin down), hartree: -0.4713 / -0.4909
Expectation value of S²: 3.800

Geometry as ORCA input:
```
! wB97M-V def2-TZVPD RIJCOSX def2/J DEFGRID3
* xyz 3 4
N 0.130 -1.322 3.672
H 1.194 -0.139 4.988
H 1.058 -2.416 2.086
H 0.793 -0.110 -5.315
C -1.520 0.368 1.828
O -2.872 0.156 -1.283
H -0.159 2.410 2.699
H -2.157 -0.064 -4.149
H 1.837 2.153 -3.294
N 1.215 0.849 3.157
Re 0.106 -0.727 -1.254
N -1.267 0.681 3.227
H 0.813 2.187 -4.754
C 0.849 -0.588 -4.341
H 0.260 2.966 -3.259
C -1.793 -0.276 -1.230
Cl 2.391 -0.085 -1.287
H -0.716 -2.543 2.134
H 1.578 1.508 1.199
I 1.910 -3.968 -2.661
H -1.791 1.291 1.290
C 1.268 -0.420 3.934
P 0.016 -0.474 0.954
H -2.328 -0.387 1.760
H 1.885 -0.726 -4.016
P -0.004 0.558 -3.231
C -1.541 0.834 -4.150
C -1.113 -0.587 3.990
H -2.117 1.644 -3.705
H -0.072 1.904 4.433
I -0.763 -4.025 -1.891
H 2.212 -0.930 3.699
H -1.283 1.094 -5.173
H -1.033 -0.308 5.041
H 2.331 -0.092 1.656
C 0.134 -1.870 2.313
H -1.983 -1.228 3.788
C -0.082 1.555 3.390
H 0.345 -1.558 -4.340
C 0.811 2.116 -3.665
C 1.459 0.572 1.760
*
```


(6)
This record from the Open Molecules 2025 dataset describes a molecular structure, C10H21F3IO5P2PdS at a distorted geometry. The level of theory is ωB97M-V with the def2-TZVPD basis set.

HOMO (spin up / spin down), eV: -18.68 / -20.75
LUMO level (spin up / spin down), hartree: -0.4778 / -0.5625
Expectation value of S²: 6.067

Geometry as ORCA input:
```
! wB97M-V def2-TZVPD RIJCOSX def2/J DEFGRID3
* xyz 3 5
F 2.044 -0.094 4.209
H -3.142 -1.346 1.779
H 2.363 0.765 1.744
I -0.139 -2.942 -1.431
H -1.028 -0.230 -4.118
H 0.762 -0.299 -4.135
H 3.937 -1.725 -0.154
O 0.318 -1.268 2.070
H 3.891 0.977 0.803
H -4.348 -0.077 -1.440
H -3.041 -0.873 -2.383
O -0.174 2.710 0.174
C 3.077 0.341 -1.964
C -2.768 -1.698 0.812
H -4.062 0.845 0.989
H -1.867 -2.296 0.968
H -0.080 1.142 -4.870
F 0.451 -1.391 5.004
C 0.719 -0.190 4.437
H 2.460 2.052 0.502
H 4.146 0.369 -1.738
O 0.152 1.165 2.223
C 2.793 1.040 0.769
O -1.629 -0.228 3.229
P -2.305 -0.254 -0.174
H -2.488 1.055 1.854
H 2.764 -1.684 1.230
C -0.122 1.557 0.134
H 2.309 -2.517 -0.291
O 0.049 2.317 -2.645
H -2.855 2.046 0.376
H 2.882 -0.392 -2.751
H -3.509 -2.297 0.273
H -3.020 0.901 -2.142
C -0.020 1.113 -2.782
C -2.989 1.077 0.873
C -0.106 0.377 -4.083
H 2.739 1.328 -2.291
C 2.879 -1.682 0.138
S -0.235 -0.138 2.820
C -3.282 -0.062 -1.691
P 2.190 -0.139 -0.470
Pd -0.053 -0.168 -1.121
F 0.340 0.812 5.265
*
```


(7)
This record from the Open Molecules 2025 dataset describes 2 unconnected molecules or ions with the total composition C10H21N2 at a distorted geometry. The level of theory is ωB97M-V with the def2-TZVPD basis set.

HOMO, eV: -12.70
LUMO level, hartree: -0.1368

Geometry as ORCA input:
```
! wB97M-V def2-TZVPD RIJCOSX def2/J DEFGRID3
* xyz 1 1
H -1.132 -2.290 -0.437
H 0.495 -2.058 -1.831
H -1.444 -0.371 2.072
C 0.087 -0.224 -0.748
H 1.462 1.310 1.153
H -2.289 2.332 1.447
C 1.139 1.908 0.434
H -3.436 1.107 1.078
H 0.192 1.721 -1.607
H -2.305 1.510 -0.235
H -0.493 0.987 1.669
C -2.398 1.347 0.857
N -0.814 -0.458 0.110
C -1.300 0.379 1.258
H -0.863 -0.931 -2.507
C 1.217 -2.795 0.870
C 0.914 3.242 0.366
H -2.517 -1.479 -0.894
C -1.743 -1.550 -0.053
C 0.177 -0.997 -2.035
H 1.160 3.964 1.099
N 2.174 0.890 -1.567
H 2.706 0.019 -1.359
H 2.653 1.822 -1.496
H 1.110 -1.055 1.974
H 0.721 3.680 -0.579
H 0.652 -3.513 1.502
C 1.542 -1.577 1.171
C 0.850 1.028 -0.851
H 0.807 -0.549 -2.783
H 2.311 -1.045 0.538
H 1.737 -3.331 0.103
H -2.168 -1.745 0.898
*
```


(8)
This record from the Open Molecules 2025 dataset describes a molecular structure, C10H22AuN3S2Se2. The level of theory is ωB97M-V with the def2-TZVPD basis set.

HOMO, eV: -15.59
LUMO level, hartree: -0.3259

Geometry as ORCA input:
```
! wB97M-V def2-TZVPD RIJCOSX def2/J DEFGRID3
* xyz 2 1
C -0.441 2.068 -0.918
H 3.043 -1.801 0.119
H -2.501 -2.518 2.976
Se -0.818 -3.147 1.262
H 1.105 1.939 -3.765
S -1.042 -1.316 -1.500
C 3.296 -1.176 0.971
C -1.403 1.807 -3.163
H -1.349 0.850 -3.680
Se 1.831 -1.093 2.253
S 0.661 1.301 0.254
H -1.332 4.112 -2.187
H 1.217 -3.025 3.673
H -1.346 2.604 -3.903
H 1.046 0.372 -2.937
H 0.846 -4.860 2.004
C -1.475 -2.864 3.070
N -1.340 2.914 -0.450
C 0.970 -3.831 1.661
H -1.864 4.907 -0.701
C -1.913 3.987 -1.280
H 1.477 -3.853 0.695
H 1.830 1.772 -2.163
H 4.146 -1.568 1.524
H 3.492 -0.152 0.665
H -0.881 -2.136 3.613
H -0.959 3.548 1.532
C -1.711 2.994 0.972
N -0.275 1.868 -2.223
H -2.347 1.868 -2.631
C 1.694 -3.000 2.696
H 2.719 -3.351 2.824
C 0.309 -2.301 -1.750
H -1.461 -3.834 3.565
Au -0.059 -0.882 0.612
H -2.953 3.779 -1.524
H -1.823 2.002 1.398
C 1.010 1.453 -2.796
H -2.661 3.517 1.033
N 1.261 -2.955 -1.801
*
```


(9)
This record from the Open Molecules 2025 dataset describes 8 unconnected molecules or ions with the total composition C10H22BBr4N3O14 at a distorted geometry. The level of theory is ωB97M-V with the def2-TZVPD basis set.

HOMO, eV: -8.99
LUMO level, hartree: -0.0268

Geometry as ORCA input:
```
! wB97M-V def2-TZVPD RIJCOSX def2/J DEFGRID3
* xyz 0 1
O 7.919 13.448 -16.615
H 6.358 18.025 -16.491
O 1.816 9.033 -17.977
O 1.086 4.798 -16.664
H 6.924 16.090 -15.316
O 3.247 10.888 -15.350
C 2.829 10.037 -16.079
H 9.068 12.264 -16.078
C 2.248 10.199 -17.556
O 7.200 9.939 -16.093
H 5.381 18.179 -15.126
C 1.382 14.912 -17.490
H 5.033 13.008 -18.809
H 5.398 12.419 -14.502
C 1.648 5.806 -16.990
O 3.790 5.051 -17.951
C 3.078 5.947 -17.592
H 7.975 15.047 -19.055
C 5.848 16.150 -15.488
H 5.697 15.384 -16.247
O 6.429 8.601 -17.688
B 2.258 8.012 -17.004
H 5.631 11.371 -15.789
Br 3.097 14.209 -16.773
H 1.171 14.450 -18.452
Br 3.916 17.636 -17.073
O 6.490 13.966 -18.198
C 6.396 9.829 -17.065
H 10.029 11.178 -15.302
H 0.218 13.694 -16.159
Br -1.429 15.264 -17.004
C 0.363 14.750 -16.370
H 6.481 12.750 -15.859
N 5.603 12.356 -15.494
Br 4.879 15.796 -13.831
H 7.277 8.419 -17.239
H 0.596 15.310 -15.471
C 5.534 17.525 -15.984
H 10.026 11.279 -17.033
N 4.650 12.197 -19.312
O 2.354 11.238 -18.162
H 8.698 10.687 -16.238
H 4.746 11.404 -18.653
O 2.768 8.732 -15.877
H 4.801 12.741 -15.986
O 3.364 7.224 -17.611
N 9.512 11.338 -16.161
O 5.661 10.771 -17.461
H 1.406 15.965 -17.779
H 3.637 12.150 -19.434
O 1.192 7.031 -16.709
O 8.545 14.844 -18.293
C 7.610 14.080 -17.648
H 5.309 11.902 -20.026
*
```


(10)
This record from the Open Molecules 2025 dataset describes a single C10H22BIO3 molecule. The level of theory is ωB97M-V with the def2-TZVPD basis set.

HOMO, eV: -9.39
LUMO level, hartree: 0.0139
SMILES: CCOCCOCCOCBCCCI

Geometry as ORCA input:
```
! wB97M-V def2-TZVPD RIJCOSX def2/J DEFGRID3
* xyz 0 1
O -3.228 0.014 -0.243
H -0.854 -1.378 -0.158
H 3.467 0.986 -0.396
H 1.993 0.029 -0.204
C -3.007 -0.210 -1.622
H -0.346 2.233 -3.128
H 3.425 -2.540 2.066
H -1.688 0.313 -3.222
H 2.866 -1.112 2.914
O -2.062 1.942 -2.008
C -1.344 -1.118 0.791
C 2.890 -1.588 1.930
C 0.219 -1.916 2.354
H 4.565 -0.298 1.433
H 0.799 3.625 -1.450
H -0.908 0.269 -1.624
H -3.909 0.096 -2.162
H -0.683 3.733 -0.476
O -1.062 -2.098 1.767
I 2.171 1.803 1.758
H -2.844 -1.278 -1.820
H 1.332 -2.338 0.284
H 0.222 -1.001 2.971
C -2.851 -1.047 0.610
C 2.881 0.401 0.307
H -3.231 -2.008 0.239
H 0.162 2.194 -0.611
H 4.060 -1.351 0.119
H -1.357 3.651 -2.843
H -3.314 -0.854 1.579
C -0.955 2.750 -2.375
C -0.114 3.100 -1.158
H 0.354 -2.743 3.071
H -0.978 -0.131 1.108
C -1.823 0.564 -2.158
C 3.689 -0.724 0.939
B 1.464 -1.970 1.418
*
```


(11)
This record from the Open Molecules 2025 dataset describes a molecular structure, C10H22BaF6N4O14S2 at a distorted geometry. The level of theory is ωB97M-V with the def2-TZVPD basis set.

HOMO, eV: -2.56
LUMO level, hartree: 0.0362

Geometry as ORCA input:
```
! wB97M-V def2-TZVPD RIJCOSX def2/J DEFGRID3
* xyz -2 1
C 0.472 4.790 2.205
H 0.110 7.996 0.002
H 6.351 4.954 5.017
C 0.631 5.410 3.592
O 6.616 1.467 -1.960
O 8.706 0.341 -1.611
O 5.928 7.130 4.223
H 6.547 9.066 3.639
H -0.402 4.140 2.243
S 6.228 11.251 -2.213
F 5.292 -1.222 -2.393
H 7.565 3.643 3.565
O 4.201 5.165 -6.087
H 1.701 3.387 2.706
H 8.049 4.937 6.768
Ba 5.255 5.666 0.402
H -0.725 6.440 1.469
O 5.505 10.393 -1.271
C 5.699 8.514 4.044
F 7.115 -2.285 -2.651
H 0.286 6.699 -1.237
H 4.848 8.797 3.424
N 1.605 3.952 1.874
H 7.369 7.179 5.782
N 7.634 4.650 3.535
H 1.110 6.386 3.517
N 10.128 7.060 -1.763
C 8.427 4.775 5.759
O 1.225 6.402 0.579
H -0.369 5.046 0.459
N 4.008 5.074 -4.848
H 1.342 4.853 4.201
H 9.289 5.438 5.684
S 7.485 0.395 -2.398
O 4.429 5.858 -4.099
O 3.193 4.287 -4.347
O 7.767 0.363 -3.883
O 11.046 7.889 -1.645
C 7.180 6.831 4.767
F 6.684 -1.573 -0.698
C 7.357 5.313 4.797
C 0.785 7.272 -0.455
C 0.075 5.781 1.130
H -0.246 5.686 4.178
O 6.427 10.680 -3.599
H 1.604 7.859 -0.871
F 4.117 12.376 -3.441
O 9.436 6.696 -0.817
C 6.550 -1.285 -2.039
O 7.464 11.955 -1.672
O 9.842 6.658 -2.880
H 5.325 9.007 4.942
H 1.524 3.311 1.098
C 4.953 12.638 -2.467
H 8.636 4.664 3.408
F 4.262 12.843 -1.333
H 7.904 7.263 4.076
F 5.605 13.758 -2.876
H 8.517 3.697 5.627
*
```